Computed, not measured: a cluster of 2 separate species, C8H14NP in total at a distorted geometry, with ωB97M-V/def2-TZVPD.

Results
largest force on an atom: 3.7 eV/A
Kohn-Sham gap (alpha / beta): 8.2 / 6.6 eV
energy above the lowest of the compared OMol25 structures with the same formula, charge and spin: 515.3 kJ/mol
HOMO level (alpha / beta): -8.07 / -7.64 eV
E_tot: -709.08293 Ha

Geometry as XYZ:
```
24
Properties=species:S:1:pos:R:3:forces:R:3
C -2.990 0.326 -0.019 -0.5 0.2 0.2
C -0.295 -1.532 -1.458 -1.5 -1.4 0.0
C 2.452 0.611 -0.591 -0.1 -1.7 2.5
C 1.641 1.640 0.226 -0.7 -1.1 0.8
C 1.872 -0.712 -0.044 2.3 -2.4 1.8
C 0.187 1.296 -0.101 -1.7 -2.4 -2.0
C -0.634 -0.967 1.686 -0.6 -2.6 -0.7
C -2.986 -0.234 -1.247 0.5 -2.9 0.1
N -3.123 0.919 0.951 0.0 1.0 2.0
P 0.037 -0.651 -0.016 1.4 1.2 0.5
H -0.581 -2.676 -1.314 0.4 2.4 0.0
H 2.299 0.633 -1.622 -0.9 0.6 -1.8
H 3.534 0.465 -0.540 0.1 0.9 0.7
H 1.712 1.566 1.387 0.5 0.1 -2.1
H 1.778 2.624 -0.115 0.6 1.5 -0.1
H 2.288 -1.631 -0.538 -0.8 0.8 -0.2
H 2.355 -0.931 0.997 -1.2 0.8 -1.2
H -0.611 1.628 0.520 -0.2 0.7 0.8
H -0.206 1.465 -1.159 1.1 0.2 1.1
H 0.060 -0.751 2.468 1.1 -0.6 0.4
H -1.371 -0.269 1.938 -1.5 1.1 -0.2
H -1.180 -2.012 1.776 1.6 2.0 -0.1
H -3.198 -1.345 -1.217 0.2 1.7 -1.0
H -3.041 0.541 -1.968 0.0 -0.3 -1.5
```
Forces are in eV/Å.

Listed below, in e, are the Löwdin charges computed for each atom:
1 C -0.4216
2 C -0.2176
3 C -0.2296
4 C -0.2212
5 C -0.3469
6 C -0.2578
7 C -0.2116
8 C 0.0136
9 N 0.1574
10 P 0.7391
11 H -0.0155
12 H 0.0842
13 H 0.1095
14 H 0.1472
15 H 0.0806
16 H 0.0909
17 H 0.1152
18 H 0.0367
19 H 0.1074
20 H 0.0274
21 H -0.0341
22 H 0.0989
23 H 0.0892
24 H 0.0587

Computed, not measured: an isolated molecule of C9H8O3S at a distorted geometry, with ωB97M-V/def2-TZVPD.

Results
largest force on an atom: 2.1 eV/A
Kohn-Sham gap: 9.4 eV
energy above the lowest of the compared OMol25 structures with the same formula, charge and spin: 0.0 kJ/mol
HOMO level: -9.69 eV
E_tot: -971.63152 Ha

Geometry as XYZ:
```
21
Properties=species:S:1:pos:R:3:forces:R:3
C -3.382 0.205 1.033 0.0 0.0 0.0
C -2.626 -0.945 0.863 -0.1 0.0 0.0
C -2.908 1.427 0.583 0.0 0.0 0.0
C -1.390 -0.878 0.248 0.1 0.1 -0.1
C -1.669 1.503 -0.022 0.2 -0.1 -0.1
C -0.903 0.352 -0.187 -0.3 0.0 0.2
C 3.281 -0.878 -0.158 0.4 1.2 0.0
C 0.457 0.498 -0.751 0.3 0.5 0.0
C 2.430 -0.666 -1.359 0.2 0.4 -0.4
O 0.997 1.559 -0.957 -0.1 -0.2 0.0
O 4.926 -0.094 1.609 0.5 0.3 0.4
O 1.048 -0.686 -0.981 -0.1 -0.4 0.0
S 4.238 0.333 0.395 -1.1 -1.7 -0.5
H -4.342 0.153 1.524 -0.1 0.0 0.0
H -2.993 -1.893 1.224 -0.1 -0.1 0.0
H -3.500 2.320 0.718 0.0 0.1 0.0
H -0.794 -1.767 0.113 0.0 -0.1 0.0
H -1.265 2.442 -0.368 0.0 0.1 0.0
H 3.188 -1.805 0.385 0.2 -0.1 0.2
H 2.542 -1.477 -2.085 0.0 0.1 0.1
H 2.663 0.296 -1.828 -0.1 -0.2 0.0
```
Forces are in eV/Å.

Listed below, in e, are the Löwdin charges computed for each atom:
1 C -0.0776
2 C -0.0726
3 C -0.0709
4 C -0.0141
5 C -0.0107
6 C -0.1283
7 C -0.3370
8 C -0.4411
9 C -0.2404
10 O 0.1093
11 O -0.5562
12 O -0.0114
13 S 0.9726
14 H 0.1036
15 H 0.1039
16 H 0.1051
17 H 0.1156
18 H 0.1193
19 H 0.0868
20 H 0.1320
21 H 0.1123

Computed, not measured: an isolated molecule of CH3NOS at a distorted geometry, with ωB97M-V/def2-TZVPD.

Results
largest force on an atom: 3.1 eV/A
Kohn-Sham gap: 8.7 eV
energy above the lowest of the compared OMol25 structures with the same formula, charge and spin: 321.7 kJ/mol
HOMO level: -9.39 eV
structure (SMILES): C[N+]([O-])=S
E_tot: -567.97823 Ha

Geometry as XYZ:
```
7
Properties=species:S:1:pos:R:3:forces:R:3
C 0.645 0.082 -0.095 1.4 -0.7 -2.6
N -0.828 -0.126 0.287 2.7 0.4 0.2
O -1.013 -0.742 1.304 0.0 -0.9 1.1
S -1.948 0.536 -0.607 -1.2 0.7 -1.2
H 0.925 -0.635 -0.974 -1.1 1.0 1.5
H 1.415 -0.206 0.667 -1.4 0.6 -0.1
H 0.804 1.092 -0.583 -0.4 -1.1 1.1
```
Forces are in eV/Å.

Listed below, in e, are the Löwdin charges computed for each atom:
1 C -0.0910
2 N -0.8563
3 O -0.0515
4 S 0.7121
5 H 0.1106
6 H 0.0933
7 H 0.0828

Computed, not measured: a cluster of 18 separate species, C27H94N10O22 in total at a distorted geometry, with ωB97M-V/def2-TZVPD.

Results
largest force on an atom: 3.2 eV/A
Kohn-Sham gap: 8.9 eV
HOMO level: -8.74 eV
E_tot: -3287.91009 Ha

Geometry as XYZ:
```
153
Properties=species:S:1:pos:R:3:forces:R:3
C -5.372 -2.651 2.954 -0.6 0.5 0.3
O -5.382 -1.597 2.012 0.6 -1.5 -0.8
C -5.465 -0.334 2.582 0.4 -0.4 -0.1
C -6.394 0.502 1.761 0.9 1.8 0.1
N -5.882 0.707 0.387 -0.1 -0.5 2.1
C -6.744 1.558 -0.381 0.1 0.8 -0.1
C -6.117 1.905 -1.715 -0.7 0.1 -0.4
O -4.938 2.677 -1.739 -0.3 -0.1 0.6
C -5.135 3.974 -1.252 1.4 0.9 -0.6
H -6.309 -2.509 3.517 0.0 -0.8 0.0
H -4.586 -2.523 3.724 0.2 -0.3 -0.5
H -5.311 -3.615 2.411 0.0 0.6 0.5
H -4.462 0.077 2.643 0.3 0.5 -0.4
H -5.713 -0.431 3.626 -0.9 0.2 0.6
H -6.302 1.468 2.264 -0.5 0.4 -0.1
H -7.447 0.213 1.814 0.0 -0.4 0.0
H -5.732 -0.231 0.060 -0.2 -0.1 -1.1
H -6.906 2.494 0.191 0.0 -0.4 0.0
H -7.749 1.152 -0.592 0.1 -0.1 0.0
H -6.872 2.431 -2.317 0.0 -0.2 -0.1
H -5.871 0.969 -2.172 0.2 -0.5 -0.6
H -5.956 4.499 -1.722 -0.4 0.0 -0.3
H -4.214 4.551 -1.461 -0.4 -0.3 -0.1
H -5.231 4.052 -0.194 -0.3 -0.3 1.0
C -1.947 -0.477 5.159 -0.9 -0.5 -1.3
O -0.777 0.175 5.559 0.2 -0.2 0.3
C 0.325 -0.735 5.526 1.3 2.1 0.1
C 1.608 0.016 5.990 -0.2 -0.1 -0.9
N 2.108 0.997 4.974 -0.2 -0.6 1.2
C 3.518 1.355 5.232 0.0 0.0 0.2
C 3.836 2.686 4.601 -0.3 -0.2 0.3
O 3.643 2.643 3.184 -0.1 -0.3 1.5
C 3.573 3.935 2.705 1.3 0.9 -1.5
H -2.287 -1.253 5.881 0.3 0.4 -0.3
H -1.756 -0.993 4.149 -0.5 0.6 1.2
H -2.757 0.286 5.038 0.7 -0.6 0.1
H 0.498 -1.028 4.486 -0.1 -0.4 0.1
H 0.182 -1.559 6.205 -0.4 -0.5 0.1
H 2.354 -0.795 6.042 0.0 0.4 0.2
H 1.481 0.485 6.994 0.0 -0.4 -0.5
H 1.498 1.823 4.976 0.5 -0.3 0.0
H 4.202 0.590 4.810 -0.5 0.1 0.3
H 3.783 1.487 6.327 -0.4 -0.3 -0.9
H 4.876 2.944 4.852 -0.2 0.2 -0.2
H 3.136 3.410 5.088 0.5 -0.1 -0.6
H 3.254 3.905 1.679 -0.3 -0.2 -0.6
H 4.575 4.424 2.629 -0.5 -0.2 0.6
H 2.872 4.565 3.222 -0.3 0.3 0.6
C 9.794 0.495 -0.743 0.2 0.4 -0.4
O 8.935 -0.188 0.100 0.1 0.0 0.9
C 8.098 -1.089 -0.566 -1.5 1.6 0.5
C 7.104 -1.688 0.451 2.2 -0.7 -1.9
N 6.159 -0.791 0.940 -1.0 0.6 0.7
C 5.323 -0.174 -0.071 -0.1 0.3 0.6
C 4.093 0.419 0.603 -0.1 -0.6 -0.7
O 3.208 -0.666 0.983 1.7 0.2 -1.0
C 2.164 -0.254 1.795 -0.6 -0.4 1.0
H 9.275 1.136 -1.453 -0.4 0.0 -0.3
H 10.397 -0.207 -1.304 0.5 -0.1 -0.3
H 10.414 1.186 -0.184 0.2 -0.2 0.4
H 8.633 -1.926 -0.979 0.5 -0.2 -0.6
H 7.533 -0.466 -1.339 0.6 -1.2 0.4
H 7.714 -2.136 1.222 0.0 0.0 0.5
H 6.747 -2.513 -0.160 -0.9 -0.6 0.0
H 5.596 -1.222 1.660 -0.1 0.0 -0.1
H 4.970 -0.868 -0.857 0.2 0.1 0.1
H 5.930 0.631 -0.524 -0.6 -0.2 -0.1
H 3.591 1.015 -0.167 -0.2 0.4 0.3
H 4.372 1.007 1.485 -0.2 0.0 -0.2
H 1.662 -1.171 2.111 0.1 -0.1 0.4
H 1.361 0.245 1.230 0.5 0.6 0.1
H 2.586 0.277 2.675 -0.9 0.0 -0.5
C -0.765 -1.440 -3.593 1.7 2.2 -0.4
O -1.644 -0.867 -2.654 -1.2 -0.3 0.5
C -2.012 -1.866 -1.702 -0.7 1.3 0.7
C -2.549 -1.175 -0.431 0.3 0.9 -1.8
N -1.558 -0.221 0.130 0.5 -1.0 -0.8
C -2.092 0.449 1.249 -1.3 0.7 1.8
C -1.132 1.262 2.089 0.5 -0.3 -0.1
O -0.637 2.312 1.307 -0.2 0.9 -0.5
C 0.385 3.058 1.941 0.3 1.0 -2.0
H 0.141 -1.684 -3.056 0.3 -0.8 0.0
H -0.420 -0.628 -4.259 -0.6 -0.4 0.1
H -1.160 -2.230 -4.176 -0.6 -0.9 -0.3
H -1.113 -2.371 -1.434 0.7 -1.0 0.1
H -2.787 -2.542 -2.112 0.5 0.0 0.1
H -2.815 -1.947 0.283 0.1 0.0 0.4
H -3.487 -0.675 -0.729 0.1 0.1 0.3
H -1.150 0.459 -0.521 -0.5 -0.7 -0.2
H -2.451 -0.322 1.955 -0.3 0.2 -0.3
H -2.954 1.124 0.998 0.3 -0.5 0.1
H -0.256 0.671 2.403 -0.4 -0.1 0.2
H -1.628 1.687 2.971 -0.1 -0.3 0.0
H 0.046 3.682 2.763 -0.1 -0.3 0.3
H 0.793 3.708 1.126 -0.4 -0.2 0.7
H 1.192 2.398 2.148 0.7 -0.5 0.9
C -0.161 -3.915 1.514 1.4 -0.2 -0.2
O -0.371 -4.848 2.283 -0.3 0.7 -0.7
N -0.610 -2.627 1.748 -1.3 -0.5 0.2
N 0.708 -4.084 0.386 -0.8 1.5 1.1
H -1.469 -2.672 2.332 1.0 0.3 -0.6
H -0.641 -1.928 0.992 0.1 -0.3 0.3
H 1.354 -4.795 0.685 0.4 -0.1 -0.4
H 1.135 -3.189 0.022 -0.6 -1.3 0.4
C 1.711 1.759 -4.694 -0.7 1.3 -0.8
O 1.752 1.433 -5.875 0.3 0.7 -1.5
N 1.836 0.716 -3.846 0.7 0.2 2.5
N 1.470 3.127 -4.383 0.6 -3.0 0.9
H 1.955 0.824 -2.829 -0.2 0.2 -0.8
H 2.408 -0.028 -4.256 -0.5 0.2 0.3
H 1.181 3.437 -3.470 0.1 -0.1 0.0
H 1.419 3.712 -5.183 -0.2 0.3 -0.4
C -1.112 -4.899 -3.457 0.2 0.3 0.2
O -0.703 -4.468 -4.525 -0.4 -0.4 -0.1
N -2.471 -5.066 -3.179 -0.6 -0.9 0.4
N -0.249 -5.124 -2.428 -1.0 -0.1 -0.9
H -3.026 -5.469 -3.927 0.3 0.5 -0.3
H -2.757 -5.557 -2.323 0.7 0.4 -0.4
H -0.601 -5.376 -1.525 0.5 0.2 0.3
H 0.665 -4.756 -2.617 0.3 0.0 0.6
O -0.589 3.151 5.019 0.0 -0.3 0.4
H -0.775 2.194 5.017 0.1 0.1 0.1
H -0.592 3.382 5.960 0.0 0.0 -0.3
O -5.809 -1.556 -2.279 -1.4 0.6 0.3
H -5.217 -2.054 -1.747 0.8 -0.7 0.5
H -5.394 -1.398 -3.119 0.5 0.1 -0.9
O 0.308 2.060 -1.478 -0.6 -0.3 -0.5
H -0.219 2.545 -0.819 0.3 -0.2 -0.1
H -0.403 1.848 -2.130 0.5 0.3 0.4
O -1.466 0.353 -6.462 1.6 0.9 -0.2
H -1.031 1.023 -5.891 -0.6 -0.5 -0.2
H -0.722 0.224 -7.098 -1.0 -0.3 0.5
O -1.919 4.639 0.150 0.3 0.7 0.1
H -1.499 3.900 0.647 -0.2 0.8 -0.2
H -1.553 5.525 0.389 -0.2 -1.5 0.0
O -2.286 2.707 -2.154 0.1 -0.4 0.2
H -3.014 2.221 -1.717 0.1 0.5 -0.5
H -2.435 3.637 -1.934 0.1 -0.3 0.2
O -3.986 -0.856 -4.525 0.2 -0.4 1.1
H -3.669 -0.159 -5.102 0.2 0.1 -0.2
H -3.382 -0.843 -3.745 -0.1 0.2 -0.9
O 4.199 -2.508 -3.851 0.1 0.4 -0.6
H 4.277 -2.023 -4.693 -0.7 0.1 0.2
H 5.077 -2.875 -3.788 0.4 -0.4 0.4
O -1.285 -2.906 -6.980 0.1 -0.3 1.0
H -0.786 -3.335 -6.251 -0.2 0.1 -0.7
H -2.075 -2.643 -6.485 0.0 0.2 -0.4
O 1.491 -1.434 -1.000 -0.2 0.3 -0.1
H 2.295 -1.289 -0.458 -0.3 0.3 -0.1
H 0.999 -0.588 -1.005 0.3 -0.5 0.2
O 3.584 -0.666 -6.108 -0.1 0.1 -0.1
H 2.904 0.018 -6.304 0.2 -0.1 0.1
H 4.230 -0.619 -6.818 -0.1 0.1 0.0
```
Forces are in eV/Å.

Atomic partial charges in e from the Löwdin method, atoms 1 to 99:
1 C -0.0932
2 O -0.2093
3 C -0.2591
4 C -0.1887
5 N -0.0324
6 C -0.2239
7 C -0.2060
8 O -0.2026
9 C -0.1084
10 H 0.0910
11 H 0.0838
12 H 0.1019
13 H 0.0968
14 H 0.1126
15 H 0.1191
16 H 0.1247
17 H 0.0815
18 H 0.1189
19 H 0.1286
20 H 0.1280
21 H 0.0999
22 H 0.0920
23 H 0.0812
24 H 0.0780
25 C -0.1316
26 O -0.2306
27 C -0.1891
28 C -0.1743
29 N -0.0559
30 C -0.2226
31 C -0.2258
32 O -0.1976
33 C -0.1481
34 H 0.0979
35 H 0.0882
36 H 0.0999
37 H 0.1120
38 H 0.1186
39 H 0.1206
40 H 0.1256
41 H 0.0893
42 H 0.1266
43 H 0.1325
44 H 0.1305
45 H 0.1323
46 H 0.0745
47 H 0.1073
48 H 0.0839
49 C -0.1345
50 O -0.1802
51 C -0.2333
52 C -0.2421
53 N -0.0563
54 C -0.1969
55 C -0.1652
56 O -0.2321
57 C -0.1220
58 H 0.0829
59 H 0.0838
60 H 0.0869
61 H 0.1145
62 H 0.1295
63 H 0.1223
64 H 0.1095
65 H 0.1159
66 H 0.1299
67 H 0.1252
68 H 0.1256
69 H 0.1170
70 H 0.0783
71 H 0.0763
72 H 0.0811
73 C -0.0926
74 O -0.2011
75 C -0.1963
76 C -0.1637
77 N -0.0396
78 C -0.2319
79 C -0.2014
80 O -0.2404
81 C -0.0855
82 H 0.0738
83 H 0.0807
84 H 0.0546
85 H 0.0874
86 H 0.1178
87 H 0.1059
88 H 0.1070
89 H 0.0933
90 H 0.0967
91 H 0.1377
92 H 0.1108
93 H 0.1224
94 H 0.0856
95 H 0.1071
96 H 0.0592
97 C -0.6305
98 O 0.0100
99 N 0.1529

Computed, not measured: a structure of composition C6H7HgLiO3 at a distorted geometry, with ωB97M-V/def2-TZVPD.

Results
largest force on an atom: 5.3 eV/A
total charge: +2
Kohn-Sham gap (alpha / beta): 4.7 / 4.1 eV
energy above the lowest of the compared OMol25 structures with the same formula, charge and spin: 87.2 kJ/mol
HOMO level (alpha / beta): -14.05 / -13.56 eV
E_tot: -618.46694 Ha

Geometry as XYZ:
```
18
Properties=species:S:1:pos:R:3:forces:R:3
O -4.388 0.321 -0.088 -2.2 -1.0 2.7
C -2.629 0.492 -0.377 5.2 0.0 -1.0
C -3.059 0.244 1.052 -1.2 0.7 -4.5
O -2.829 1.095 1.981 -2.3 -3.3 1.0
H -4.578 -0.620 -0.148 -0.9 -0.4 -0.1
H -2.501 0.333 -1.454 -2.7 0.0 -0.2
H -1.687 -0.095 -0.336 1.9 -0.1 0.6
H -2.996 -0.821 1.352 -0.3 0.6 -0.1
Hg -2.068 2.682 2.468 0.8 1.7 0.3
C -2.834 2.419 -1.282 0.8 0.1 1.1
C -2.537 3.461 -0.430 0.3 0.2 -0.2
C -2.241 4.333 0.415 -0.1 0.4 0.2
C -2.029 5.160 1.484 -0.4 0.0 -1.8
O -1.786 4.666 2.657 0.6 1.5 1.3
Li -1.367 5.722 4.207 0.1 0.2 0.2
H -2.071 2.242 -2.049 -0.1 0.4 0.1
H -3.840 2.496 -1.712 0.1 -0.6 0.4
H -2.103 6.249 1.380 0.2 -0.2 0.2
```
Forces are in eV/Å.

Listed below, in e, are the Löwdin charges computed for each atom:
1 O -0.0539
2 C -0.0525
3 C -0.2960
4 O -0.3014
5 H 0.0854
6 H 0.0996
7 H 0.0929
8 H 0.1795
9 Hg 1.4808
10 C 0.0010
11 C 0.0030
12 C -0.0273
13 C -0.1935
14 O -0.3383
15 Li 0.8959
16 H 0.1282
17 H 0.1376
18 H 0.1590

Computed, not measured: a structure of composition C21H14BrClN3OPd, with ωB97M-V/def2-TZVPD.

Results
largest force on an atom: 0.3 eV/A
total charge: +3
Kohn-Sham gap (alpha / beta): 4.1 / 4.1 eV
energy above the lowest of the compared OMol25 structures with the same formula, charge and spin: 0.0 kJ/mol
HOMO level (alpha / beta): -17.48 / -17.48 eV
E_tot: -4209.21847 Ha

Geometry as XYZ:
```
42
Properties=species:S:1:pos:R:3:forces:R:3
Pd 0.265 0.329 0.249 0.1 0.2 0.1
Br -4.852 3.531 -3.994 0.1 0.0 0.1
C -3.527 3.099 -2.860 -0.1 0.0 -0.1
C -2.955 4.128 -2.026 0.0 0.0 0.0
C -1.981 3.792 -1.173 0.0 0.0 0.0
C -1.504 2.393 -1.057 0.1 0.1 -0.1
O -0.633 2.164 -0.231 -0.1 -0.2 0.2
C -2.091 1.349 -1.959 0.0 0.0 -0.1
C -1.690 -0.050 -1.969 -0.1 0.1 0.1
N -0.847 -0.595 -1.167 0.0 -0.1 0.0
C -0.601 -1.984 -1.158 0.0 0.0 0.0
C -1.338 -2.932 -1.844 0.0 -0.1 0.0
C -0.969 -4.281 -1.797 0.0 0.0 0.0
C 0.135 -4.675 -1.083 0.0 0.0 0.0
C 0.894 -3.734 -0.343 0.0 0.0 0.0
C 2.046 -4.079 0.401 0.0 0.0 0.0
C 2.730 -3.104 1.074 0.0 0.0 0.0
C 2.241 -1.793 1.059 0.0 0.0 0.0
N 1.143 -1.451 0.402 0.0 -0.1 -0.1
C 0.489 -2.392 -0.349 0.0 0.0 0.0
C -3.069 1.738 -2.817 0.0 0.0 0.0
H -3.324 5.143 -2.110 0.0 0.0 0.0
H -1.508 4.513 -0.516 0.0 0.0 0.0
H -2.189 -0.660 -2.716 0.0 0.0 0.0
H -2.216 -2.663 -2.416 0.0 0.0 0.0
H -1.559 -5.010 -2.334 0.0 0.0 0.0
H 0.433 -5.716 -1.068 0.0 0.0 0.0
H 2.384 -5.108 0.419 0.0 0.0 0.0
H 3.633 -3.320 1.627 0.0 0.0 0.0
H 2.757 -1.009 1.595 0.0 0.0 0.0
H -3.531 1.029 -3.493 0.0 0.0 0.0
Cl 3.156 4.537 2.476 0.0 0.0 0.0
C 2.422 3.019 2.741 0.0 0.0 0.0
C 2.395 2.432 4.000 0.0 0.0 0.0
C 1.781 1.198 4.141 0.0 0.0 0.0
C 1.222 0.584 3.039 -0.1 0.0 0.0
N 1.259 1.155 1.822 -0.1 0.1 -0.1
C 1.842 2.354 1.674 0.1 -0.1 -0.1
H 2.843 2.937 4.846 0.0 0.0 0.0
H 1.727 0.711 5.104 0.0 0.0 0.0
H 0.713 -0.366 3.125 0.0 0.0 0.0
H 1.871 2.784 0.683 0.0 0.0 0.0
```
Forces are in eV/Å.

Listed below, in e, are the Löwdin charges computed for each atom:
1 Pd 1.0888
2 Br 1.2101
3 C -0.5753
4 C -0.0315
5 C 0.1136
6 C -0.2129
7 O 0.0339
8 C -0.0373
9 C -0.0102
10 N 0.0076
11 C -0.1678
12 C 0.0488
13 C 0.0027
14 C 0.0621
15 C -0.1110
16 C 0.0714
17 C 0.0199
18 C -0.0554
19 N -0.0225
20 C -0.1364
21 C -0.0110
22 H 0.1423
23 H 0.1592
24 H 0.1444
25 H 0.1272
26 H 0.1373
27 H 0.1471
28 H 0.1497
29 H 0.1376
30 H 0.1233
31 H 0.1381
32 Cl 0.7977
33 C -0.6327
34 C -0.0139
35 C 0.0024
36 C -0.1196
37 N -0.1034
38 C -0.1341
39 H 0.1385
40 H 0.1361
41 H 0.1215
42 H 0.1140